Record 1
Formula: C5H9NO
Source: the OMol25 dataset
Level of theory: ωB97M-V/def2-TZVPD

Calculated values
HOMO = -8.96 eV
M = 99.13 g mol⁻¹
E = -8864.21953 eV
LUMO = 1.08 eV
largest force on an atom = 2.59 eV/A
frontier orbital gap = 10.04 eV
multiplicity = 1

Each line ends with the natural charge from an NBO analysis.
Atoms and positions in Å:
1 H -2.4436 -1.5439 0.6717  0.224
2 H -0.8701 2.2494 -0.1905  0.367
3 H 1.1632 -0.2826 1.5015  0.189
4 C 1.0934 -0.3849 0.4328  0.122
5 H -1.1443 0.2889 1.4240  0.167
6 H 2.0561 -1.1370 -1.0583  0.464
7 C -1.7478 -1.1464 -0.1365  -0.356
8 C -1.1836 0.2390 0.3139  -0.088
9 O 2.2134 -1.0386 -0.1192  -0.701
10 H 1.6791 1.4366 -0.8236  0.201
11 H 1.2164 1.7922 0.8191  0.181
12 H -2.2265 -1.3466 -1.1215  0.234
13 C -0.2599 -0.9186 -0.0928  -0.301
14 C 1.0009 1.1266 -0.0410  -0.248
15 H -0.0524 -0.6798 -1.1707  0.185
16 N -0.4942 1.3457 -0.4090  -0.638

Record 2
Formula: C5H9NO
Source: the OMol25 dataset
Level of theory: ωB97M-V/def2-TZVPD

Calculated values
HOMO = -9.67 eV
M = 99.13 g mol⁻¹
E = -8866.70494 eV
LUMO = 0.73 eV
largest force on an atom = 0.69 eV/A
frontier orbital gap = 10.40 eV
multiplicity = 1

Each line ends with the natural charge from an NBO analysis.
Atoms and positions in Å:
1 N -1.7870 -0.3749 -0.3020  -0.474
2 O -2.2044 -0.3056 2.0679  -0.515
3 H 0.9435 -1.7023 1.2493  0.212
4 H 0.6719 -1.4562 -1.7163  0.249
5 H 1.0164 0.2574 -1.9652  0.233
6 H 2.0482 -0.3243 1.0759  0.215
7 H 0.1609 1.2643 0.9351  0.232
8 C -1.5175 -0.1544 1.1022  0.683
9 H -0.4698 -0.4772 -2.6585  0.248
10 C 1.0735 -0.6368 1.4671  -0.614
11 C -0.0330 0.1892 0.8352  -0.396
12 C -0.5244 -0.1988 -0.5432  0.382
13 H 0.0609 2.4996 -1.1365  -0.014
14 C 0.2101 -0.4643 -1.8041  -0.692
15 H 1.0856 -0.5091 2.5528  0.233
16 H -0.6796 2.4504 -1.1779  0.015

Record 3
Formula: C5H9NO
Source: the OMol25 dataset
Level of theory: ωB97M-V/def2-TZVPD

Calculated values
HOMO = -9.12 eV
M = 99.13 g mol⁻¹
E = -8866.70588 eV
LUMO = 0.96 eV
largest force on an atom = 1.58 eV/A
frontier orbital gap = 10.07 eV
multiplicity = 1

Each line ends with the natural charge from an NBO analysis.
Atoms and positions in Å:
1 C 1.5919 -0.7790 -0.4644  -0.635
2 H 2.4709 -0.4365 0.0814  0.225
3 H 1.3095 1.8931 -0.0955  0.219
4 H -0.7282 -1.7046 -0.3347  0.355
5 H 1.4978 -1.8609 -0.3241  0.209
6 C -0.5805 -0.0622 1.5137  0.591
7 C 0.3914 1.4372 -0.4799  -0.634
8 H 0.3981 1.5600 -1.5737  0.219
9 H 1.8187 -0.6291 -1.5360  0.224
10 H -2.2240 0.7580 0.1345  0.205
11 N -0.8657 -0.7111 -0.5148  -0.605
12 C -1.8194 -0.2115 0.4552  -0.349
13 H -0.4518 2.0142 -0.0916  0.210
14 O -0.4631 -0.3358 2.6707  -0.515
15 H -2.6652 -0.9042 0.5929  0.215
16 C 0.3195 -0.0277 -0.0336  0.064

Record 4
Formula: C5H9NO
Source: the OMol25 dataset
Level of theory: ωB97M-V/def2-TZVPD

Calculated values
HOMO = -10.62 eV
M = 99.13 g mol⁻¹
E = -8868.15214 eV
LUMO = 0.86 eV
largest force on an atom = 1.08 eV/A
frontier orbital gap = 11.48 eV
multiplicity = 1

Each line ends with the natural charge from an NBO analysis.
Atoms and positions in Å:
1 H 1.1248 2.0094 -0.4175  0.220
2 C 0.0902 1.7472 -0.6542  -0.598
3 C 1.4669 -1.1225 0.5837  -0.624
4 C -1.8718 0.4504 0.0074  0.298
5 H -1.6564 -1.6128 0.0278  0.487
6 C 0.1287 -0.8289 -0.0755  0.120
7 H 0.0255 1.4800 -1.7140  0.218
8 O -0.7807 -1.7886 0.4196  -0.718
9 H 1.7234 -2.1707 0.4011  0.232
10 C -0.4255 0.5998 0.2249  -0.348
11 H 2.2717 -0.4952 0.1865  0.211
12 H -0.5258 2.6394 -0.4990  0.227
13 H -0.2451 0.8235 1.2840  0.246
14 H 0.2334 -0.9198 -1.1702  0.161
15 N -2.9593 0.1681 -0.2723  -0.348
16 H 1.4001 -0.9794 1.6676  0.214

Record 5
Formula: C5H9NO
Source: the OMol25 dataset
Level of theory: ωB97M-V/def2-TZVPD

Calculated values
HOMO = -8.28 eV
M = 99.13 g mol⁻¹
E = -8864.53578 eV
LUMO = 0.98 eV
largest force on an atom = 3.52 eV/A
frontier orbital gap = 9.26 eV
multiplicity = 1

Each line ends with the natural charge from an NBO analysis.
Atoms and positions in Å:
1 O 0.1426 -1.8147 0.6754  -0.373
2 C 0.1195 1.5383 -0.3680  -0.663
3 H 2.7294 -1.8248 -0.2240  0.217
4 N 1.0859 -0.7694 0.5116  -0.127
5 H -2.5795 -1.4194 1.6378  0.245
6 H -2.9287 -1.2322 -0.2745  0.227
7 H -2.7209 0.2143 0.7892  0.238
8 C 2.0414 -1.0102 -0.5691  -0.443
9 H 1.5009 -1.2862 -1.5313  0.187
10 H 1.0800 1.5073 -0.8620  0.226
11 H 0.1745 2.2639 0.5724  0.225
12 C -2.3436 -0.8261 0.6316  -0.681
13 H 2.6751 -0.1595 -0.7225  0.206
14 C 0.0512 0.1469 0.2226  0.081
15 C -0.9259 -0.7710 0.3646  0.194
16 H -0.8107 1.7601 -1.0004  0.241

Record 6
Formula: C5H9NO
Source: the OMol25 dataset
Level of theory: ωB97M-V/def2-TZVPD

Calculated values
HOMO (spin up / spin down) = -6.58 / -6.63 eV
M = 99.13 g mol⁻¹
E = -8862.80601 eV
LUMO (spin up / spin down) = 1.05 / 1.07 eV
largest force on an atom = 1.37 eV/A
frontier orbital gap (spin up / spin down) = 7.63 / 7.70 eV
multiplicity = 1

Each line ends with the natural charge from an NBO analysis.
Atoms and positions in Å:
1 H 0.4368 1.6552 -1.7719  0.222
2 N -2.0087 -2.0230 -0.6610  -0.841
3 C 0.5287 1.9320 -0.7245  -0.672
4 H 0.8076 -1.5348 0.7758  0.234
5 H -0.4094 1.1746 1.1813  0.158
6 H -1.7352 -0.9608 1.1663  0.152
7 H -3.0230 -2.0623 -0.6345  0.365
8 H -1.6804 -1.9724 -1.6164  0.376
9 O -0.9034 0.0247 -0.4655  -0.413
10 H 3.5617 0.2213 1.3741  0.228
11 C 2.6914 -0.3477 1.2089  -0.240
12 C -0.3445 1.0590 0.1096  0.078
13 C -1.4382 -1.0188 0.1284  0.174
14 C 1.6875 -0.9601 0.9817  -0.246
15 H 0.2507 2.9802 -0.6151  0.213
16 H 1.5786 1.8328 -0.4372  0.213

Record 7
Formula: C5H9NO
Source: the OMol25 dataset
Level of theory: ωB97M-V/def2-TZVPD

Calculated values
HOMO = -9.16 eV
M = 99.13 g mol⁻¹
E = -8864.58775 eV
LUMO = 1.00 eV
largest force on an atom = 3.80 eV/A
frontier orbital gap = 10.15 eV
multiplicity = 1

Each line ends with the natural charge from an NBO analysis.
Atoms and positions in Å:
1 C 2.0285 -0.8385 0.3334  -0.643
2 C -1.3577 0.0354 0.6693  -0.176
3 H 2.2790 -1.6838 -0.3594  0.227
4 H 1.4990 -1.3518 1.2495  0.207
5 H 2.9423 -0.3314 0.7025  0.240
6 H -3.5002 0.7193 1.0155  0.216
7 C -2.5817 0.4230 0.4113  -0.405
8 H 0.4679 2.2254 -0.4962  0.346
9 H -0.8846 -0.1532 -1.3406  0.231
10 N 1.2576 1.4798 -0.4437  -0.356
11 H -2.9353 0.6312 -0.6415  0.185
12 C -0.3974 -0.4605 -0.4477  -0.467
13 H -0.2981 -1.5081 -0.3256  0.221
14 H -0.9182 0.0703 1.6531  0.200
15 C 0.9955 0.0791 -0.3959  0.347
16 O 1.4035 0.6638 -1.5839  -0.373

Record 8
Formula: C5H9NO
Source: the OMol25 dataset
Level of theory: ωB97M-V/def2-TZVPD

Calculated values
HOMO = -9.65 eV
M = 99.13 g mol⁻¹
E = -8865.52729 eV
LUMO = 0.57 eV
largest force on an atom = 0.41 eV/A
frontier orbital gap = 10.23 eV
multiplicity = 1

Each line ends with the natural charge from an NBO analysis.
Atoms and positions in Å:
1 H 0.1731 -1.1380 1.8515  0.219
2 O 0.6551 0.6676 -2.3892  -0.434
3 H -1.9464 0.4253 0.7658  0.218
4 H -1.9869 -0.5283 -0.7288  0.219
5 C 0.7356 1.1362 0.6603  -0.593
6 H -0.5785 -2.0657 0.5413  0.220
7 C 0.0182 -0.0442 -0.0140  -0.141
8 C -1.4698 0.2858 -0.2096  -0.594
9 H 0.2695 1.3314 1.6314  0.216
10 H 0.6626 2.0418 0.0488  0.227
11 H 1.7944 0.9119 0.8244  0.221
12 H -1.5940 1.2032 -0.7951  0.227
13 N 1.2635 -0.9010 -2.1502  -0.131
14 H 1.1810 -1.8116 0.5595  0.225
15 C 0.6106 -0.1681 -1.3727  0.504
16 C 0.2121 -1.3462 0.7765  -0.602